No. 1
DFT (the ωB97M-V functional and the def2-TZVPD basis) results for an isolated molecule of C2H6BFO2.

## Properties
Orbital gap: 10.687 eV
LUMO level: 0.3793 eV
ΔE to the lowest compared entry with this formula, charge and spin: 0.0 kJ/mol
Calculated total energy: -9661.561 eV
HOMO: -10.31 eV
SMILES: OB(O)CCF

Geometry (Å):
B (-0.99286, 0.13228, 0.06253)
C (0.20651, -0.60337, 0.67964)
C (1.74130, -0.12846, -0.14424)
O (-1.43425, -0.23834, -1.22789)
O (-1.67358, 1.14187, 0.77455)
F (1.87165, 1.16510, 0.03384)
H (0.22844, -1.70779, 0.51367)
H (0.47035, -0.43448, 1.64379)
H (1.38902, -0.44280, -1.24994)
H (2.54722, -0.83848, 0.23995)
H (-2.25498, 0.20508, -1.50079)
H (-2.09882, 1.74938, 0.17488)

Forces on the atoms, in the same order (eV/Å):
B -1.492 0.612 -0.619
C 3.190 -1.192 -3.712
C -4.722 -4.789 -1.163
O 0.185 0.542 0.984
O 1.154 -0.979 -0.469
F 1.027 1.657 0.101
H -0.320 0.762 0.019
H 0.211 0.686 3.092
H 1.521 1.099 2.130
H -0.760 1.547 -0.382
H 0.474 -0.233 0.145
H -0.466 0.288 -0.125

***

No. 2
DFT (the ωB97M-V functional and the def2-TZVPD basis) results for a structure of composition C2H6BaO9.

## Properties
Orbital gap: 3.220 eV
LUMO level: 3.6684 eV
ΔE to the lowest compared entry with this formula, charge and spin: 0.0 kJ/mol
Calculated total energy: -21294.404 eV
HOMO: 0.45 eV
Net charge: -2

Geometry (Å):
Ba (0.38307, 0.15030, 0.12812)
C (0.09247, 2.25276, -2.30492)
O (-0.56569, 1.13090, -2.17647)
O (0.10434, 2.88764, -3.41417)
O (0.74427, 2.67790, -1.25964)
C (-1.39767, -2.59327, -0.50271)
O (-2.21968, -3.49024, -0.84492)
O (-1.13799, -2.31612, 0.76073)
O (-0.74954, -1.85446, -1.37072)
O (0.97887, 0.25286, 2.94994)
H (0.70476, 1.09420, 3.32702)
H (1.48108, -0.18616, 3.64243)
O (2.26350, -1.02005, -1.42970)
H (2.92465, -0.61057, -1.99601)
H (2.35022, -1.97004, -1.55531)
O (-1.62066, 1.10454, 1.91887)
H (-1.89847, 1.72031, 2.60089)
H (-2.43752, 0.76950, 1.52655)

Forces on the atoms, in the same order (eV/Å):
Ba -1.717 -0.597 -2.469
C -0.533 -0.229 -1.116
O 0.299 0.173 0.657
O 0.134 -0.100 0.669
O 0.663 -0.097 1.153
C 0.427 0.531 -0.226
O 0.141 0.019 0.180
O 0.116 0.420 0.583
O 0.248 -0.167 0.398
O 0.329 0.118 0.316
H -0.085 -0.016 -0.050
H -0.041 -0.091 -0.053
O 0.874 -0.087 0.140
H -0.194 0.104 -0.108
H -0.475 -0.016 -0.107
O -0.242 0.178 0.221
H -0.079 0.063 -0.112
H 0.138 -0.206 -0.077

***

No. 3
DFT (the ωB97M-V functional and the def2-TZVPD basis) results for a structure of composition C2H6BrMnO.

## Properties
Orbital gap (spin up / spin down): 4.469 / 4.478 eV
LUMO level (spin up / spin down): -8.0680 / -8.0585 eV
Multiplicity: 6
ΔE to the lowest compared entry with this formula, charge and spin: 33.1 kJ/mol
Calculated total energy: -105572.435 eV
HOMO (spin up / spin down): -12.54 / -12.54 eV
Net charge: +1

Geometry (Å):
Mn (-0.47175, 3.78490, -3.70579)
Br (-1.10842, 2.38875, -1.74907)
C (1.02054, -0.47543, 0.85172)
C (-0.29443, -1.20393, 0.56120)
O (-1.37001, -0.30347, 0.20680)
H (1.63835, -1.19062, 1.39633)
H (0.75564, 0.36369, 1.49522)
H (1.56467, -0.20969, -0.05388)
H (-0.62580, -1.65765, 1.49491)
H (-0.16504, -1.92937, -0.24535)
H (-0.94376, 0.43281, -0.25210)

Forces on the atoms, in the same order (eV/Å):
Mn -0.608 -1.323 1.856
Br 0.558 1.495 -1.982
C -0.736 -0.806 0.065
C -0.153 0.603 0.033
O 0.674 0.135 -0.173
H 0.202 0.252 0.112
H 0.482 0.176 -0.063
H -0.102 0.352 0.014
H -0.025 -0.369 -0.258
H -0.082 -0.217 0.243
H -0.211 -0.297 0.153

***

No. 4
DFT (the ωB97M-V functional and the def2-TZVPD basis) results for an isolated molecule of C2H6BrNO2S.

## Properties
Orbital gap: 9.427 eV
LUMO level: -0.6418 eV
ΔE to the lowest compared entry with this formula, charge and spin: 337.9 kJ/mol
Calculated total energy: -88630.050 eV
HOMO: -10.07 eV
SMILES: CN(C)S(=O)(=O)Br

Geometry (Å):
C (1.27940, -0.46651, 0.35598)
C (-1.02178, -1.03394, -0.21666)
N (0.13760, -0.25191, -0.52760)
O (1.28382, 2.37584, -0.70812)
O (-1.28365, 1.70072, -1.34438)
S (-0.23941, 1.36173, -0.44893)
Br (-0.76577, 1.74665, 1.60199)
H (2.11903, 0.03334, -0.14192)
H (1.00940, -0.16321, 1.33954)
H (1.24622, -1.49653, 0.43436)
H (-1.89661, -0.48631, -0.33448)
H (-1.05727, -1.90357, -0.91764)
H (-0.81099, -1.41630, 0.90785)

Forces on the atoms, in the same order (eV/Å):
C -0.181 0.759 -1.471
C 1.785 -3.447 2.110
N -0.113 2.698 -0.185
O -5.724 -4.391 1.303
O -0.940 -0.262 0.067
S 7.043 4.369 -2.679
Br -0.514 0.243 0.774
H 0.111 -0.492 0.820
H 0.310 0.840 0.992
H 1.209 -2.322 -0.118
H -1.675 0.844 0.067
H 0.008 0.516 0.732
H -1.319 0.644 -2.412

***

No. 5
DFT (the ωB97M-V functional and the def2-TZVPD basis) results for a cluster of 2 separate species, C2H6BrNS in total.

## Properties
Orbital gap: 9.358 eV
LUMO level: 0.4198 eV
ΔE to the lowest compared entry with this formula, charge and spin: 119.6 kJ/mol
Calculated total energy: -84536.869 eV
HOMO: -8.94 eV
SMILES: C1CS1.NBr

Geometry (Å):
C (0.52244, 1.10834, -0.77382)
C (-0.91959, 1.04534, -0.22251)
N (-0.20621, -1.67948, 0.73646)
S (0.40859, 1.23178, 1.06731)
Br (0.95207, -2.35071, -0.57801)
H (0.90933, 1.97165, -1.28096)
H (0.99403, 0.23554, -1.08074)
H (-1.58386, 1.84571, -0.22594)
H (-1.17357, 0.07471, -0.19550)
H (-0.33054, -2.49408, 1.45909)
H (0.42731, -0.98879, 1.09461)

Forces on the atoms, in the same order (eV/Å):
C -1.842 1.805 1.621
C 4.659 1.403 0.029
N -0.636 -2.881 1.135
S -0.060 0.742 -0.802
Br 0.148 -0.759 -0.490
H -0.195 0.508 0.050
H 0.307 -1.528 -0.548
H -0.945 1.104 -0.439
H -1.899 -2.973 0.024
H 0.523 2.085 -1.658
H -0.062 0.493 1.078

***

No. 6
DFT (the ωB97M-V functional and the def2-TZVPD basis) results for an isolated molecule of C2H6BrP.

## Properties
Orbital gap: 10.652 eV
LUMO level: 0.8417 eV
ΔE to the lowest compared entry with this formula, charge and spin: 102.3 kJ/mol
Calculated total energy: -81502.089 eV
HOMO: -9.81 eV
SMILES: PCCBr

Geometry (Å):
C (-0.00435, -0.45607, -0.26453)
C (-1.00101, 0.62972, 0.07528)
P (1.73149, 0.25017, -0.25486)
Br (-2.83542, -0.05487, 0.01861)
H (-0.07948, -1.28666, 0.44154)
H (-0.19732, -0.84140, -1.27020)
H (-0.85343, 1.01354, 1.08468)
H (-0.95902, 1.45262, -0.63773)
H (2.34999, -0.99498, -0.32667)
H (1.84854, 0.28792, 1.13387)

Forces on the atoms, in the same order (eV/Å):
C 0.078 -0.006 -0.006
C -0.003 -0.039 -0.022
P -0.443 0.178 -0.349
Br 0.126 0.088 0.015
H -0.051 0.106 -0.127
H 0.003 0.031 0.114
H -0.069 -0.018 -0.102
H -0.061 -0.061 0.090
H 0.327 -0.388 -0.098
H 0.091 0.109 0.485

***

No. 7
DFT (the ωB97M-V functional and the def2-TZVPD basis) results for an isolated molecule of C2H6BrP.

## Properties
Orbital gap: 10.681 eV
LUMO level: 0.9038 eV
ΔE to the lowest compared entry with this formula, charge and spin: 173.6 kJ/mol
Calculated total energy: -81501.351 eV
HOMO: -9.78 eV
SMILES: C[C@H](P)Br

Geometry (Å):
C (-0.40362, 1.13466, 0.25379)
C (0.51924, -0.01662, -0.33475)
P (0.18178, -1.74129, 0.33404)
Br (2.43294, 0.42758, 0.15773)
H (-0.87130, 1.60452, -0.57075)
H (0.09231, 1.95478, 0.88354)
H (-1.14428, 0.58747, 0.93561)
H (0.48762, -0.17297, -1.35748)
H (-1.25122, -1.52485, 0.59056)
H (-0.04347, -2.25329, -0.89227)

Forces on the atoms, in the same order (eV/Å):
C 0.604 -1.422 1.807
C 0.418 0.888 3.371
P -0.677 0.996 1.776
Br -0.677 -0.259 -0.493
H -0.847 0.503 -0.663
H -0.317 -1.515 -1.047
H 0.712 1.221 -1.046
H 0.119 0.609 -2.012
H 0.970 -0.201 -0.265
H -0.305 -0.820 -1.428

***

No. 8
DFT (the ωB97M-V functional and the def2-TZVPD basis) results for a structure of composition C2H6Cl2OSi.

## Properties
Orbital gap: 9.837 eV
LUMO level: 0.6471 eV
ΔE to the lowest compared entry with this formula, charge and spin: 396.0 kJ/mol
Calculated total energy: -37141.402 eV
HOMO: -9.19 eV

Geometry (Å):
C (1.36566, 0.74325, -0.58831)
C (-1.35156, 0.43950, 0.81867)
O (0.20024, -1.96982, -0.60678)
Si (0.66411, -0.70456, 0.29470)
Cl (-1.72582, 2.01793, 0.11902)
Cl (-2.50421, -0.72821, 0.06173)
H (1.22089, 1.55935, 0.12765)
H (2.38152, 0.58355, -0.89235)
H (0.70794, 1.05800, -1.47323)
H (-1.69667, 0.37883, 1.88703)
H (-0.51673, -2.01543, -1.28698)
H (1.25465, -1.36237, 1.53885)

Forces on the atoms, in the same order (eV/Å):
C -1.143 0.412 -0.645
C 0.872 -2.296 0.617
O -0.620 -0.518 -0.919
Si -2.874 1.113 0.695
Cl 0.540 0.105 0.267
Cl -0.343 -0.236 -0.169
H 0.554 0.089 -0.090
H 0.582 0.327 -0.205
H 0.912 -0.775 1.140
H 0.705 0.589 -1.038
H 0.998 0.426 1.127
H -0.182 0.765 -0.780

***

No. 9
DFT (the ωB97M-V functional and the def2-TZVPD basis) results for an isolated molecule of C2H6ClFNO3PS.

## Properties
Orbital gap: 10.248 eV
LUMO level: 0.0800 eV
Calculated total energy: -45167.687 eV
HOMO: -10.17 eV
SMILES: CCN(P(O)Cl)S(=O)(=O)F

Geometry (Å):
C (2.05525, 0.75788, 0.15082)
C (0.73821, 0.29506, -0.58271)
N (-0.21582, -0.16190, 0.48586)
P (-1.64762, 0.85776, 0.68186)
O (-2.53317, 0.84301, -0.74523)
Cl (-0.79730, 2.78446, 0.74286)
S (-0.60289, -1.80923, 0.31539)
O (-1.06168, -2.14835, -1.04567)
O (0.63920, -2.55581, 0.62546)
F (-1.70968, -2.24191, 1.40844)
H (2.78355, -0.07377, 0.18815)
H (1.83345, 1.05888, 1.19313)
H (2.49181, 1.59400, -0.42688)
H (0.31371, 1.10195, -1.20546)
H (1.00168, -0.57472, -1.21615)
H (-3.28869, 0.27270, -0.56987)

Forces on the atoms, in the same order (eV/Å):
C -0.441 -0.155 -0.472
C 1.914 -0.662 0.410
N -2.157 0.335 -0.573
P -1.350 -0.036 0.804
O 1.766 0.441 0.791
Cl -0.205 -1.198 -0.582
S 3.986 -3.845 -3.044
O -0.628 1.411 3.124
O -2.963 2.069 0.490
F 1.106 1.510 -1.206
H -0.414 0.416 -0.012
H 0.123 0.046 -0.707
H -0.092 -0.349 0.472
H -0.060 -0.552 0.424
H -0.367 0.644 0.129
H -0.220 -0.076 -0.048

***

No. 10
DFT (the ωB97M-V functional and the def2-TZVPD basis) results for a cluster of 2 separate species, C2H6ClIOSi in total.

## Properties
Orbital gap: 8.071 eV
LUMO level: -0.8523 eV
ΔE to the lowest compared entry with this formula, charge and spin: 171.7 kJ/mol
Calculated total energy: -32720.568 eV
HOMO: -8.92 eV

Geometry (Å):
C (1.00691, 1.45506, -1.30884)
C (-0.75070, -1.92112, 0.65189)
O (0.37873, 0.26259, -0.86599)
Si (-0.10273, -0.22520, 0.58107)
Cl (-2.90981, 1.10507, 1.09150)
I (1.26000, 0.69773, 2.25629)
H (0.76578, 1.72062, -2.32582)
H (2.04062, 1.35423, -1.21319)
H (0.77200, 2.36578, -0.68291)
H (-1.73745, -1.85783, 1.12360)
H (-0.73507, -2.34299, -0.40264)
H (0.01171, -2.61395, 1.09505)

Forces on the atoms, in the same order (eV/Å):
C -0.986 1.825 1.087
C 1.121 -1.231 -1.242
O -0.486 -0.051 -0.171
Si -1.619 1.120 -0.344
Cl 2.032 -0.910 -0.353
I 0.103 0.155 0.460
H -0.386 -0.452 -0.301
H 1.801 -0.436 -0.032
H -0.246 -1.094 -0.426
H 0.268 -0.505 -0.111
H -0.718 0.843 0.984
H -0.885 0.737 0.449

***

No. 11
DFT (the ωB97M-V functional and the def2-TZVPD basis) results for a structure of composition C2H6ClMgO.

## Properties
Orbital gap: 4.516 eV
LUMO level: -8.3808 eV
ΔE to the lowest compared entry with this formula, charge and spin: 271.2 kJ/mol
Calculated total energy: -22178.070 eV
HOMO: -12.90 eV
Net charge: +1

Geometry (Å):
Mg (9.85862, 21.61848, -7.92029)
Cl (11.36412, 20.47861, -6.65528)
C (14.08397, 23.08410, -7.88740)
C (14.71224, 22.22918, -6.63325)
O (13.93822, 22.24766, -5.42838)
H (13.00969, 22.95326, -8.01736)
H (14.62376, 23.05539, -8.83392)
H (14.16911, 24.13844, -7.62429)
H (15.69023, 22.66056, -6.41986)
H (14.89646, 21.18663, -6.89258)
H (13.30159, 21.54060, -5.55635)

Forces on the atoms, in the same order (eV/Å):
Mg 1.337 -0.845 1.053
Cl -1.359 0.760 -1.071
C 0.735 0.130 2.008
C -0.409 0.686 -1.372
O 0.158 0.316 -0.994
H -0.093 -0.562 -0.121
H 0.005 -0.762 0.080
H -0.003 0.099 0.330
H -0.157 0.115 0.105
H -0.069 0.003 -0.378
H -0.144 0.058 0.360

***

No. 12
DFT (the ωB97M-V functional and the def2-TZVPD basis) results for an isolated molecule of C2H6ClN.

## Properties
Orbital gap: 10.785 eV
LUMO level: 1.1241 eV
ΔE to the lowest compared entry with this formula, charge and spin: 84.5 kJ/mol
Calculated total energy: -16183.155 eV
HOMO: -9.66 eV
SMILES: C[C@@H](N)Cl

Geometry (Å):
C (-0.56010, -0.73650, 0.65992)
C (0.11991, 0.59033, 0.20296)
N (1.09540, 0.28662, -0.80616)
Cl (-1.24604, 1.55037, -0.71528)
H (-0.21843, -0.97283, 1.71853)
H (-0.28521, -1.46356, 0.00312)
H (-1.61565, -0.54721, 0.61008)
H (0.50472, 1.41950, 0.93381)
H (0.96687, 0.63252, -1.68635)
H (1.23853, -0.75924, -0.92063)

Forces on the atoms, in the same order (eV/Å):
C 0.630 3.250 3.636
C -0.336 0.969 -1.043
N 1.527 -3.238 2.623
Cl 0.389 -0.028 0.449
H -0.614 0.029 -1.281
H 0.614 -2.146 -1.648
H -0.441 -0.351 0.362
H -0.915 -2.031 -1.010
H -0.555 1.585 -2.398
H -0.298 1.962 0.310